[1]
This record from the Open Molecules 2025 dataset describes C6H12P as an isolated structure at a distorted geometry. The level of theory is wB97M-V/def2-TZVPD.

Summary:
Total charge   +1
Energy relative to the best compared isomer or geometry (same formula, charge and spin)   384.5 kJ/mol
HOMO   -14.0 eV
LUMO energy   -6.00 eV
Electronic energy   -576.7666 a.u.
Spin multiplicity   1
Max |F|   3.70 eV Å⁻¹

XYZ file:
```
19
Properties=species:S:1:pos:R:3:forces:R:3:nbo_charge:R:1
C 0.2214 1.5182 -0.5405 0.11 -0.42 0.27 -0.445
C 1.1061 0.8802 0.0478 -2.23 -0.84 -0.24 0.313
C 3.1880 -0.2708 -0.3768 -0.26 0.62 -0.66 -0.584
C -2.7026 0.9262 0.7147 2.01 0.83 -1.66 -0.954
C -1.1378 -1.4060 -0.3345 3.28 1.35 1.08 -1.040
C 2.0105 -0.0628 0.6364 1.90 0.27 0.58 -0.587
P -1.7144 0.2428 -0.7780 -0.68 0.89 1.00 1.107
H -0.0767 2.3882 -1.0949 0.10 0.05 0.09 0.313
H 3.0077 0.4565 -1.1971 0.41 -0.89 0.10 0.223
H 3.2045 -1.3181 -0.7230 -0.04 0.67 -0.09 0.233
H 4.1601 -0.0183 0.0219 0.10 -0.04 0.37 0.245
H -3.3333 0.2776 1.2272 -0.79 -1.64 0.74 0.262
H -3.2508 1.8427 0.5586 -0.19 0.19 -0.91 0.265
H -1.8972 1.2613 1.3384 0.48 -0.11 0.91 0.253
H -1.1383 -1.8559 0.6709 -0.06 0.81 -0.10 0.268
H -0.0236 -1.2276 -0.6842 -1.93 -0.89 0.70 0.260
H -1.4793 -2.1562 -0.9607 -1.04 -1.19 -1.70 0.283
H 2.3220 0.3515 1.6084 0.20 0.04 -0.28 0.280
H 1.7621 -1.0924 0.9080 -1.38 0.32 -0.20 0.304
```
Forces are in eV/Å.

---

[2]
This record from the Open Molecules 2025 dataset describes C3H5LiO3Rb as an isolated structure at a distorted geometry. The level of theory is wB97M-V/def2-TZVPD.

Summary:
Total charge   +1
HOMO   -11.7 eV
LUMO energy   -3.66 eV
Electronic energy   -374.4920 a.u.
Spin multiplicity   1
Max |F|   3.59 eV Å⁻¹

XYZ file:
```
13
Properties=species:S:1:pos:R:3:forces:R:3:nbo_charge:R:1
C 0.0889 1.0677 -0.6090 -0.30 -1.69 0.79 -0.045
C 0.0477 2.1995 0.3519 -0.32 -1.04 2.31 -0.660
H 1.1100 0.8930 -0.9648 -0.53 -0.67 0.08 0.223
H -0.6292 1.1264 -1.4332 0.18 -0.35 0.31 0.202
H 1.0583 2.5912 0.5233 -0.38 -0.02 0.14 0.228
H -0.2818 1.5334 1.3328 0.58 2.98 -1.91 0.232
H -0.6038 3.0163 0.0173 -0.07 -0.34 0.62 0.230
O -0.5901 -2.2690 0.7846 -1.01 0.59 1.21 -0.914
C -0.0395 -1.4045 0.0276 0.59 -2.82 -1.50 0.950
O 0.6664 -1.7179 -0.9362 0.07 1.16 0.29 -0.743
O -0.3800 -0.1431 0.3599 0.55 2.10 -1.93 -0.667
Li -1.8329 -1.0374 1.5922 0.75 -0.32 -0.45 0.965
Rb 1.3859 -5.8555 -1.0463 -0.10 0.43 0.06 0.999
```
Forces are in eV/Å.

---

[3]
This record from the Open Molecules 2025 dataset describes a 2-piece molecular cluster, C2H4N2O3 overall at a distorted geometry. The level of theory is wB97M-V/def2-TZVPD.

Summary:
Total charge   0
Energy relative to the best compared isomer or geometry (same formula, charge and spin)   922.2 kJ/mol
HOMO (alpha / beta)   -9.6 / -9.7 eV
LUMO energy (alpha / beta)   -1.08 / -0.90 eV
Electronic energy   -413.5405 a.u.
Spin multiplicity   1
Max |F|   6.95 eV Å⁻¹

XYZ file:
```
11
Properties=species:S:1:pos:R:3:forces:R:3:nbo_charge:R:1
C 0.4751 -0.4802 -0.5947 6.18 1.46 -0.08 -0.336
C 1.3663 0.1931 0.5556 -1.46 -1.10 -0.17 -0.075
N -0.6308 -1.0800 -0.2008 -6.23 2.37 1.97 0.350
N 2.5936 0.1085 0.5409 1.99 0.22 0.22 0.142
O -0.8466 -2.0825 0.3707 0.50 -1.37 0.46 -0.221
O 3.5207 -0.3507 -0.0613 0.76 -0.71 -0.72 -0.281
O -1.4928 0.3756 0.6468 3.93 -0.23 -2.33 -0.795
H 0.4719 0.4357 -1.1667 -1.49 -0.34 -0.98 0.275
H 1.0575 -1.3002 -1.1024 -0.07 1.02 0.37 0.254
H 1.0755 0.8531 1.3310 -1.52 0.30 0.36 0.243
H -2.2485 -0.0443 0.9431 -2.58 -1.62 0.91 0.443
```
Forces are in eV/Å.

---

[4]
This record from the Open Molecules 2025 dataset describes a 2-piece molecular cluster, C5H14 overall at a distorted geometry. The level of theory is wB97M-V/def2-TZVPD.

Summary:
Total charge   0
SMILES   CCC.CC
Energy relative to the best compared isomer or geometry (same formula, charge and spin)   116.6 kJ/mol
HOMO   -11.4 eV
LUMO energy   1.13 eV
Electronic energy   -198.8448 a.u.
Spin multiplicity   1
Max |F|   2.85 eV Å⁻¹

XYZ file:
```
19
Properties=species:S:1:pos:R:3:forces:R:3:nbo_charge:R:1
C 0.2548 0.0021 2.3330 -0.96 1.23 0.48 -0.626
C 1.7090 -0.0346 1.6956 -2.09 1.70 -0.91 -0.399
C 1.9616 1.0065 0.5055 0.50 0.01 2.41 -0.615
H 0.4050 -0.0628 3.4227 -0.17 -0.36 -0.27 0.205
H -0.5158 -0.7765 2.0746 1.07 0.62 -0.16 0.211
H -0.3167 1.0288 2.2848 1.31 -1.71 -0.50 0.202
H 2.3156 0.1238 2.5471 1.09 0.50 0.53 0.197
H 1.9611 -0.9912 1.3195 -0.01 -1.17 -0.23 0.199
H 2.9846 1.4734 0.6119 -1.35 0.20 0.30 0.209
H 2.1259 0.4532 -0.3708 -0.51 -0.71 -1.51 0.204
H 1.0915 1.7035 0.4391 1.10 -0.31 -0.16 0.212
C -1.1158 -0.1365 -1.8554 -0.47 2.35 0.87 -0.611
C -2.3358 -0.8389 -2.3869 1.02 -2.14 0.09 -0.616
H -0.6373 0.4234 -2.6641 0.47 -0.31 0.25 0.209
H -1.4297 0.6923 -1.0914 0.53 -1.46 -1.28 0.198
H -0.4403 -0.7948 -1.3190 0.21 0.00 -0.19 0.211
H -2.2072 -1.9291 -2.5031 0.34 0.23 0.30 0.199
H -3.1053 -0.7418 -1.7035 -1.84 0.18 1.29 0.203
H -2.7051 -0.6009 -3.3394 -0.25 1.15 -1.32 0.207
```
Forces are in eV/Å.

---

[5]
This record from the Open Molecules 2025 dataset describes an isolated ion of composition C11H17BrN2 and charge +2 at a distorted geometry. The level of theory is wB97M-V/def2-TZVPD.

Summary:
Total charge   +2
SMILES   C=[N+]=C/C(=C\C=C\Br)C[NH+]1CCCC1
Energy relative to the best compared isomer or geometry (same formula, charge and spin)   0.0 kJ/mol
HOMO   -15.8 eV
LUMO energy   -8.64 eV
Electronic energy   -3112.1211 a.u.
Spin multiplicity   1
Max |F|   3.40 eV Å⁻¹

XYZ file:
```
31
Properties=species:S:1:pos:R:3:forces:R:3:nbo_charge:R:1
C -3.5007 -3.5348 -0.3479 1.28 -1.37 -0.76 0.090
N -2.5740 -2.7393 -0.6167 -1.84 -1.08 1.66 -0.272
C -1.4942 -2.1104 -0.5278 0.99 0.04 -0.14 0.175
C -1.2996 -0.7695 -0.8083 -0.97 2.53 0.89 -0.236
C -2.3642 0.1596 -0.6768 2.66 -1.00 -1.86 0.017
C -3.5833 -0.0407 -0.0773 -1.58 0.31 -0.04 -0.382
C -4.6170 0.7845 -0.3754 -0.76 1.68 -0.92 -0.087
Br -6.2945 0.9116 0.4443 1.02 -0.48 -0.43 0.273
C 0.0390 -0.2900 -1.2847 1.63 -0.41 0.60 -0.226
N 0.8634 0.4035 -0.1691 -0.53 -0.13 0.16 -0.354
C 1.7813 1.5440 -0.5684 -1.60 0.13 -1.64 -0.226
C 2.3585 1.9644 0.7512 1.36 0.36 1.35 -0.460
C 2.2385 0.7272 1.6996 0.87 -1.20 1.92 -0.445
C 1.7020 -0.4251 0.8637 0.69 1.26 -2.61 -0.220
H -3.8233 -4.0135 -1.2389 -1.17 -0.45 -0.72 0.229
H -3.7536 -4.0763 0.5822 0.00 1.31 0.17 0.255
H -0.6328 -2.7208 -0.3828 0.70 -0.71 -0.17 0.244
H -2.2025 1.0996 -1.1900 -0.02 0.32 0.11 0.225
H -3.7366 -0.8765 0.5396 -0.22 -0.71 1.03 0.233
H -4.5222 1.5347 -1.2238 0.02 -0.85 1.33 0.245
H -0.2054 0.4569 -2.0678 0.96 -0.45 0.24 0.256
H 0.8036 -1.0855 -1.5342 -1.45 0.65 -0.72 0.251
H 0.1527 0.8569 0.3963 -0.13 0.28 0.28 0.409
H 1.0370 2.1997 -1.0815 1.07 0.23 0.44 0.232
H 2.5632 1.2653 -1.3397 -1.06 -0.19 1.00 0.253
H 1.8876 2.8037 1.3272 0.52 -0.34 -1.24 0.267
H 3.4574 2.1286 0.5350 -1.32 0.36 0.76 0.263
H 3.2808 0.5119 2.1341 -1.69 -0.02 -0.63 0.274
H 1.5467 0.7139 2.5828 0.63 1.26 -0.64 0.235
H 2.5994 -0.6511 0.1907 -1.50 -1.40 1.02 0.240
H 0.9756 -1.1285 1.3409 1.42 0.07 -0.46 0.243
```
Forces are in eV/Å.

---

[6]
This record from the Open Molecules 2025 dataset describes C2H8N2O3 as an isolated structure at a distorted geometry. The level of theory is wB97M-V/def2-TZVPD.

Summary:
Total charge   0
Energy relative to the best compared isomer or geometry (same formula, charge and spin)   385.1 kJ/mol
HOMO   -9.2 eV
LUMO energy   0.38 eV
Electronic energy   -416.1118 a.u.
Spin multiplicity   1
Max |F|   3.62 eV Å⁻¹

XYZ file:
```
15
Properties=species:S:1:pos:R:3:forces:R:3:nbo_charge:R:1
C -0.0731 0.8665 0.0055 0.79 1.80 3.04 0.725
C -0.6595 1.9805 -0.8178 0.01 -0.54 -0.95 -0.711
N -0.9008 0.3590 0.9487 0.07 -0.45 -0.79 -0.786
O 1.1683 0.7452 0.1675 -0.80 -0.44 -1.20 -0.632
H 1.5289 -0.4125 0.7928 -0.33 -1.95 0.44 0.495
H -0.4349 -1.3183 -1.5264 1.29 -1.14 0.96 -0.088
H -0.5467 -0.3497 1.5763 0.00 -0.01 -0.05 0.424
H -1.8962 0.4846 0.8871 0.02 -0.09 -0.12 0.401
H 0.0994 2.4348 -1.4479 0.07 -0.10 0.04 0.252
H -1.1122 2.7547 -0.1998 0.13 -0.19 0.26 0.247
H -1.4436 1.5760 -1.4563 -0.09 0.05 -0.13 0.236
N 1.3153 -2.3662 0.2849 0.29 -0.69 -0.13 0.319
O 1.2878 -3.5216 0.6055 0.13 1.42 0.37 -0.335
O 1.5400 -1.4856 1.2674 0.10 1.00 -0.25 -0.587
H 0.1273 -1.7472 -1.0874 -1.69 1.33 -1.48 0.040
```
Forces are in eV/Å.